C2H31NO16 | ωB97M-V with the def2-TZVPD basis set

The energy relative to the best compared isomer or geometry (same formula, charge and spin) comes out at 42.6 kcal per mole.

CARTESIAN COORDINATES (ANGSTROEM)
O (-0.05714, 0.30796, -3.47295)
O (1.81063, 0.24653, 0.01868)
O (-2.16467, 1.71664, 0.43251)
O (2.62565, 0.13410, 2.60982)
O (1.04573, 2.14860, 3.24380)
O (-4.48855, -1.76056, 0.46215)
O (0.74072, 2.59149, -1.47091)
O (-1.95008, 1.31239, -2.31012)
O (0.37907, 4.27381, 0.83432)
O (-2.77131, -0.20149, 3.46814)
O (3.43624, -1.91012, -1.06358)
O (1.38477, -2.16356, -2.52569)
O (-1.85591, -0.88337, 0.72663)
O (-1.33048, -1.62067, -1.41279)
O (2.97920, 0.94098, -2.24053)
O (0.73857, -1.72272, 1.98350)
N (-0.50516, -2.72176, 0.40147)
C (-0.86774, -1.39385, -0.10337)
C (0.42220, -2.74717, 1.41610)
H (0.05571, -0.10403, -4.33309)
H (2.16096, -0.71620, 2.72325)
H (-3.68786, -1.39928, 0.87643)
H (-3.24237, -0.99340, 3.73846)
H (2.81957, 1.86052, -2.03231)
H (0.75129, -3.79775, 1.44766)
H (-0.02768, 4.22578, -0.02124)
H (0.51701, 1.79049, -1.96499)
H (-2.28993, -1.74147, -1.39986)
H (1.68541, -0.22529, 0.84919)
H (0.28905, 1.88203, 2.70369)
H (-4.71989, -1.18691, -0.27317)
H (1.78960, 1.20030, 0.12965)
H (0.46976, 3.37951, -1.94189)
H (2.15121, -1.76016, -2.94418)
H (-0.06025, -0.68343, -0.20759)
H (-1.91468, -0.46405, 3.11896)
H (-1.22017, -3.39444, 0.16828)
H (0.39053, -0.36493, -2.92942)
H (-2.24448, 1.14550, -1.40905)
H (1.70412, -3.00474, -2.19602)
H (-2.41587, 2.39128, -0.20758)
H (4.25825, -1.99892, -0.56998)
H (2.39035, 0.58293, 3.42382)
H (-2.49589, 1.98441, 1.29808)
H (-2.26515, -0.05291, 0.42415)
H (-1.67357, 0.43022, -2.58741)
H (2.75144, 0.44795, -1.43347)
H (2.87841, -1.37187, -0.49578)
H (0.68694, 1.89077, 4.10525)
H (0.93641, 3.50085, 0.94297)

C2H32O13S | ωB97M-V with the def2-TZVPD basis set

The energy relative to the best compared isomer or geometry (same formula, charge and spin) comes out at 33.4 kcal per mole.

CARTESIAN COORDINATES (ANGSTROEM)
S (0.45892, -2.97962, -2.28353)
O (2.87257, 1.80197, -1.05822)
O (-0.72738, 2.78539, 0.32988)
O (0.55430, 0.64464, 0.91614)
O (2.83024, 2.86920, 1.31744)
O (-1.43965, -3.74091, 0.62911)
O (-3.00421, 0.59562, -1.14101)
O (0.58941, 0.15378, 3.76544)
O (-3.51697, 0.72926, 1.62594)
O (0.17892, -2.05291, 2.50664)
O (-1.89269, 2.84632, -2.02283)
O (3.51256, -0.49130, 0.90561)
O (3.51692, -0.56685, -1.63237)
O (-3.11102, -1.92841, 1.81002)
C (0.02138, -0.13515, -2.50202)
C (-0.19482, -1.49494, -3.21887)
H (0.04019, -1.24248, 3.08801)
H (-3.96460, 0.42310, -1.18619)
H (2.71534, 2.34936, 0.53454)
H (1.10045, -1.86328, 2.23992)
H (-0.03918, -0.17629, 1.05772)
H (1.73553, -2.71585, -2.33841)
H (-1.23745, -1.64045, -3.15516)
H (0.06673, -1.51630, -4.27316)
H (3.21120, 0.96312, -1.39657)
H (0.00238, 1.31918, 0.51923)
H (-2.81764, 0.20851, 1.93274)
H (-2.51258, 2.31126, -1.59147)
H (1.09563, 0.64983, 3.11240)
H (0.75904, 0.36073, -3.00965)
H (1.97250, 2.92629, 1.71336)
H (0.29103, -0.25940, -1.51739)
H (2.08353, 1.99799, -1.39990)
H (1.01198, 0.28077, 4.57575)
H (-2.94130, 0.60398, -0.13961)
H (-2.63618, -2.02570, 2.67661)
H (-0.86406, -3.08717, 0.18490)
H (-1.78090, 2.91217, -2.88978)
H (3.05113, -1.40073, -1.90193)
H (2.73290, -0.13059, 0.54098)
H (-1.13462, -3.84192, 1.54544)
H (-2.64857, -2.51314, 1.11628)
H (-0.87717, 0.50487, -2.49863)
H (3.72700, -0.54666, -0.70849)
H (-1.59921, 2.47033, 0.66074)
H (-0.92800, 3.17090, -0.51306)
H (4.00134, 0.23192, 1.23726)
H (-4.26492, 0.23955, 1.83615)

C2H32O17PdV | ωB97M-V with the def2-TZVPD basis set

The calculation puts the total energy at -66543.72668 eV. Its spin multiplicity is 3. Its total charge is +1.

CARTESIAN COORDINATES (ANGSTROEM)
Pd (-0.12495, 0.63290, -2.20063)
V (2.65606, 1.79727, -1.22979)
O (0.56182, 0.18248, 3.17432)
O (-1.60534, 1.10405, 2.11160)
O (1.18370, 1.32561, -1.78676)
O (2.25594, 2.12871, 0.28925)
O (-3.04543, -0.95302, 0.03108)
O (-1.69167, -1.71669, 3.15095)
O (-2.15484, -0.87066, -2.65945)
O (0.56565, -0.53854, -3.14151)
O (-2.91353, 2.22269, -0.40881)
O (3.04205, 1.19708, 3.04916)
O (3.13611, -0.19886, -0.87481)
O (-1.07738, 1.69119, -3.05194)
O (2.83032, -1.66534, 1.26486)
O (-0.54305, 0.16178, -0.73691)
O (0.22599, 3.30565, 1.38540)
O (1.47175, -3.94413, -0.54405)
O (-1.26066, -3.39184, -0.10628)
C (-0.53213, 3.05740, -2.96058)
C (0.15685, -0.73378, 0.06747)
H (-0.51936, -1.14044, 0.83553)
H (-3.48760, 1.92507, -1.07756)
H (-3.71193, -0.37643, -0.41741)
H (0.77980, -0.66581, 2.82898)
H (-2.22359, -0.48117, -0.05164)
H (-3.07851, 1.47335, 0.18572)
H (3.07830, 2.00262, 2.57444)
H (-0.07937, -0.01252, 3.82270)
H (2.08941, -3.34291, -0.92155)
H (-0.33967, -3.61030, -0.11843)
H (-0.14722, 2.44665, 1.42432)
H (3.93671, -0.63134, -1.12840)
H (-2.72014, -0.47835, -3.36116)
H (-1.33151, -1.38290, 2.36938)
H (0.70090, -1.43617, -0.50730)
H (-2.03347, 1.62401, 2.75861)
H (2.08471, 1.08747, 3.04506)
H (0.87516, -0.02266, 0.53711)
H (-1.27161, 3.58482, -3.52776)
H (2.70309, -2.60058, 1.45157)
H (0.44472, -0.43256, -4.07826)
H (0.36592, 3.22077, -3.46745)
H (-0.52837, 3.32277, -1.92537)
H (-2.66910, -0.95487, -1.87185)
H (-1.25674, -2.47319, 0.21887)
H (-0.42898, 3.85852, 0.88917)
H (0.28147, -1.44888, -3.00574)
H (3.40928, -1.43651, 1.97070)
H (-0.74884, 0.83888, 2.41022)
H (1.57177, -3.88619, 0.37796)
H (2.81272, -0.72417, -0.09101)
H (-1.69521, -2.64093, 3.02800)

C2H33N2O12 | ωB97M-V with the def2-TZVPD basis set

The calculation puts the total energy at -30152.55938 eV. Its total charge is +1.

CARTESIAN COORDINATES (ANGSTROEM)
O (-1.77212, -1.93564, -2.43206)
O (1.50716, 0.23358, 1.87613)
O (4.14980, 2.37869, 0.87372)
O (-0.85437, 2.60416, -0.46815)
O (1.24163, 3.20048, 1.19148)
O (3.94912, -0.78575, 2.03192)
O (0.62467, -3.09125, 3.52291)
O (-3.41923, 1.43447, -1.09503)
O (-3.95218, -0.31737, 0.99596)
O (0.61673, 0.98603, -3.14388)
O (-4.30494, -1.45220, -2.31608)
O (2.23727, 1.43992, -0.81241)
N (0.56380, -1.38569, -1.42722)
N (-0.85069, -0.17401, 0.98114)
C (0.56947, -2.16518, -0.12931)
C (-0.62278, -1.78007, 0.77607)
H (-0.28741, -1.31799, -1.93881)
H (-1.44296, -2.68141, -2.93742)
H (-1.86101, -0.02034, 0.97888)
H (-0.49345, 0.21827, 0.14556)
H (-3.60586, 1.55456, -2.06949)
H (-0.31018, 2.91973, 0.12303)
H (0.79084, -2.08325, 3.37528)
H (1.71808, 0.57235, -0.98881)
H (-2.93402, 2.18374, -0.69545)
H (1.29462, -1.63140, -2.06114)
H (4.18592, -0.04803, 2.52930)
H (-2.61776, -1.74776, -2.86089)
H (1.16658, 3.88715, 1.90421)
H (0.36393, -3.19916, -0.28305)
H (-3.82692, 0.19556, 0.12428)
H (-0.88486, 3.13645, -1.27694)
H (2.07912, 2.86007, 0.90497)
H (-4.51757, 0.37710, 1.31218)
H (-0.42205, 0.22346, 1.86350)
H (1.48418, -2.14797, 0.34093)
H (1.88913, 2.10417, -1.41976)
H (1.50114, -3.61463, 3.63684)
H (-4.28282, -2.00424, -1.56624)
H (-0.57358, -2.43639, 1.73153)
H (0.05967, 1.70156, -3.39093)
H (1.36046, 1.08626, -3.57349)
H (2.14685, -0.33876, 2.27739)
H (4.61357, 2.65316, 0.01983)
H (4.01760, -1.41961, 2.78677)
H (1.71034, 1.06584, 1.45839)
H (-4.44231, -0.63637, -1.84756)
H (3.97929, 1.50017, 0.57082)
H (-1.54190, -2.10250, 0.40112)

C2H34N2O15 | ωB97M-V with the def2-TZVPD basis set

The energy relative to the best compared isomer or geometry (same formula, charge and spin) comes out at 65.1 kcal per mole.

CARTESIAN COORDINATES (ANGSTROEM)
O (-1.22970, 3.44232, 0.91820)
O (1.24066, -0.25620, 0.72754)
O (2.75542, 0.45260, -1.28967)
O (-3.14438, -1.52631, 1.36008)
O (-3.78794, -2.04482, -2.16422)
O (0.21708, -0.60780, 4.28103)
O (2.23188, 2.40194, -2.99988)
O (2.75134, -1.92693, -2.68265)
O (0.07669, 1.16740, -4.00110)
O (-0.26093, -4.16992, 1.17798)
O (-1.36928, 0.53529, 2.25660)
O (1.33252, 2.98337, 1.41033)
O (1.57974, 3.01025, 4.10897)
O (3.56168, 1.73606, 0.94268)
O (-2.51023, -3.58341, -0.43635)
N (-0.36307, -1.39488, -0.40416)
N (-1.66323, -0.12193, -1.99678)
C (-0.32864, -0.58234, -1.59015)
C (0.34017, -1.10819, 0.71176)
H (1.86283, -2.28584, -2.80298)
H (-2.91325, -3.01789, 0.24701)
H (2.23791, 2.60857, 1.09983)
H (-1.52038, 0.37162, -2.87655)
H (-0.45750, -4.48199, 2.06471)
H (-1.75580, 1.23441, 2.79445)
H (3.23191, 0.87736, 1.25300)
H (0.40816, 0.33876, 4.28440)
H (-2.41737, -0.91196, 1.57535)
H (-0.46561, -0.68611, 3.60029)
H (0.81397, 1.73203, -3.65936)
H (1.83470, 3.73434, 1.78029)
H (1.34827, 2.62456, 3.23918)
H (3.74447, 1.48411, 0.01443)
H (0.06396, -1.63585, 1.61760)
H (-1.64834, 2.59940, 0.75575)
H (-1.09446, -4.15983, 0.68131)
H (-2.98815, -3.31360, -1.25692)
H (2.83717, -0.32719, -1.88729)
H (0.73319, 3.31837, 4.44850)
H (-0.84383, -2.29227, -0.40804)
H (1.90441, 2.95220, -2.27713)
H (2.62160, 1.66510, -2.46864)
H (0.37270, 0.24337, -1.45362)
H (-1.97322, 0.59043, -1.34422)
H (-3.11599, -1.34201, -1.97925)
H (-3.91411, -1.09585, 1.74536)
H (3.02426, -2.32760, -1.84583)
H (-0.51938, 0.90041, 1.96048)
H (2.08684, 0.04409, -0.68368)
H (-4.59899, -1.65760, -1.81819)
H (-0.30113, 3.44590, 0.61822)
H (-0.11780, 1.47571, -4.88889)
H (0.08918, -1.11165, -2.45980)

What is the formula in the fifth record? C2H34N2O15

Number 4 is which compound? C2H33N2O12